87
Properties=species:S:1:pos:R:3 method="wB97M-V/def2-TZVPD" e_tot_ev=-81886.4642 smiles="CCOP(=O)(OCC)OCC.CCOP(=O)(OCC)OCC.CCOP(=O)(OCC)OCC.C=C[SiH3]" mol_weight_g_mol=604.62 orbital_gap_ev=8.719
C 2.754 7.107 -2.438
C 3.518 7.927 -3.214
Si 3.611 7.553 -5.041
H 3.153 6.528 -1.605
H 1.705 6.962 -2.704
H 4.056 8.770 -2.777
H 3.080 6.186 -5.210
H 2.763 8.470 -5.852
H 5.017 7.555 -5.487
O 2.441 3.312 -1.846
P 1.967 2.114 -2.538
O 2.610 0.757 -2.014
C 2.554 0.441 -0.613
C 1.128 0.280 -0.116
O 2.543 2.122 -4.037
C 3.200 3.273 -4.574
C 4.703 3.100 -4.535
O 0.485 1.647 -2.824
C 0.066 0.949 -4.014
C 0.703 -0.409 -4.189
H 3.035 1.222 -0.020
H 3.146 -0.466 -0.510
H 0.595 1.233 -0.138
H 1.129 -0.084 0.912
H 0.572 -0.420 -0.741
H 2.894 4.173 -4.041
H 2.864 3.374 -5.607
H 5.035 2.855 -3.526
H 5.204 4.013 -4.859
H 5.010 2.282 -5.189
H 0.215 1.584 -4.886
H -1.011 0.831 -3.894
H 1.767 -0.332 -4.406
H 0.218 -0.919 -5.023
H 0.586 -1.016 -3.290
O -4.076 -1.795 -2.512
P -4.578 -0.815 -1.550
O -3.467 -0.289 -0.538
C -2.272 0.320 -1.054
C -2.515 1.733 -1.569
O -5.505 -1.556 -0.465
C -5.903 -2.919 -0.625
C -5.043 -3.830 0.224
O -5.477 0.423 -1.893
C -6.521 0.957 -1.059
C -6.030 1.495 0.264
H -1.842 -0.317 -1.832
H -1.571 0.359 -0.225
H -3.155 1.737 -2.454
H -1.565 2.195 -1.831
H -3.011 2.337 -0.809
H -5.867 -3.212 -1.675
H -6.945 -2.974 -0.304
H -3.987 -3.673 0.004
H -5.288 -4.876 0.036
H -5.195 -3.621 1.284
H -7.303 0.211 -0.927
H -6.954 1.766 -1.647
H -5.675 0.698 0.915
H -6.854 2.007 0.765
H -5.213 2.201 0.120
O 2.599 -1.644 4.279
P 1.992 -2.795 4.945
O 2.032 -4.128 4.073
C 3.292 -4.637 3.607
C 4.104 -5.293 4.706
O 0.394 -2.615 4.970
C -0.221 -1.384 4.586
C -0.740 -1.468 3.169
O 2.252 -3.238 6.426
C 1.275 -3.819 7.311
C 0.751 -5.157 6.847
H 3.857 -3.829 3.136
H 3.048 -5.365 2.834
H 4.427 -4.564 5.451
H 4.992 -5.765 4.285
H 3.512 -6.049 5.223
H 0.474 -0.552 4.699
H -1.045 -1.219 5.284
H 0.052 -1.774 2.484
H -1.128 -0.501 2.844
H -1.538 -2.207 3.090
H 0.469 -3.107 7.484
H 1.800 -3.936 8.258
H 0.142 -5.061 5.950
H 0.135 -5.588 7.637
H 1.570 -5.842 6.627



97
Properties=species:S:1:pos:R:3 method="wB97M-V/def2-TZVPD" total_charge=+1 e_tot_ev=-183385.1775 mol_weight_g_mol=922.62 orbital_gap_ev=6.577
C -2.101 -2.019 3.340
O -1.385 -1.327 2.236
C -1.761 0.125 2.355
C -1.042 1.107 1.265
O -1.701 2.416 1.223
C -2.832 2.675 2.037
C -3.404 4.228 1.790
C -4.502 4.484 3.026
O -4.171 4.371 0.544
C -1.462 0.602 -0.278
I -2.239 2.309 -1.517
C -2.904 -0.261 -0.291
N -3.659 -0.105 -1.631
C -0.324 -0.313 -1.020
C -0.347 -0.115 -2.590
C 0.290 -1.267 -3.595
C -0.347 -2.777 -3.352
S 0.043 -3.980 -4.775
C 1.103 -0.296 -0.151
C 2.207 -1.388 -0.635
C 2.265 -2.771 0.311
C 3.318 -3.779 -0.508
Br 0.538 -3.746 0.464
N 1.523 1.065 0.331
C 1.638 2.161 -0.679
C 2.208 2.068 -2.143
O 2.693 0.837 -2.733
P 3.167 1.169 1.116
N 4.462 1.525 -0.112
O 3.783 -0.324 1.758
C 0.562 1.409 1.516
N 1.245 0.966 2.704
C 1.177 -0.059 3.467
S 1.454 -1.734 3.839
P 0.699 3.259 2.140
O -0.243 3.406 3.653
O 2.297 3.627 2.853
S 0.342 4.759 1.074
H -3.270 -1.944 3.219
H -1.764 -1.524 4.351
H -1.741 -3.137 3.311
H -1.475 0.566 3.430
H -2.915 0.061 2.403
H -3.772 1.978 1.804
H -2.689 2.606 3.221
H -2.535 5.009 1.896
H -3.946 4.690 4.036
H -5.220 5.394 2.743
H -5.169 3.510 3.119
H -4.948 3.728 0.526
H -3.716 0.247 0.427
H -2.750 -1.393 -0.040
H -3.466 -0.945 -2.233
H -4.700 -0.087 -1.460
H -0.712 -1.434 -0.835
H -1.488 -0.231 -2.949
H -0.046 0.905 -3.069
H 1.455 -1.245 -3.681
H -0.102 -0.957 -4.682
H -1.522 -2.703 -3.319
H 0.038 -3.309 -2.385
H 1.268 -4.607 -4.404
H 0.761 -0.850 0.864
H 3.326 -1.018 -0.685
H 2.041 -1.873 -1.692
H 2.680 -2.605 1.378
H 2.677 -4.399 -1.302
H 3.859 -4.542 0.194
H 4.088 -3.142 -1.160
H 2.282 3.029 -0.157
H 0.561 2.640 -0.750
H 3.119 2.835 -2.287
H 1.401 2.507 -2.912
H 2.661 0.926 -3.747
H 4.492 0.805 -0.855
H 4.390 2.500 -0.464
H 4.382 -0.111 2.557
H -0.238 4.369 3.929
H 2.365 3.152 3.735
O 6.158 1.651 2.985
H 5.800 1.475 2.102
H 6.883 1.014 3.075
O -4.330 0.635 -4.870
H -4.078 0.885 -3.968
H -5.150 1.127 -5.028
O 1.633 -5.927 -7.634
H 1.105 -5.605 -6.889
H 1.704 -6.881 -7.476
O -1.789 -6.533 0.427
H -1.227 -5.744 0.458
H -1.542 -6.965 -0.404
O 2.780 -6.687 -1.563
H 3.609 -7.181 -1.652
H 2.552 -6.778 -0.626
O -2.263 6.284 4.176
H -2.646 7.172 4.126
H -1.449 6.350 3.655



99
Properties=species:S:1:pos:R:3 method="wB97M-V/def2-TZVPD" total_charge=+1 e_tot_ev=-102789.2422 mol_weight_g_mol=766.54 orbital_gap_ev=7.606
C 4.085 -0.348 1.657
C 3.759 1.146 1.657
O 2.547 1.468 0.950
C 1.447 1.202 1.731
N 0.203 1.544 1.026
C -0.392 2.847 1.424
C 0.619 3.976 1.492
C -0.662 0.488 1.101
N -0.614 -0.410 0.105
N -1.591 0.317 2.069
C -1.137 0.427 3.464
C -0.257 -0.726 3.854
O -0.390 -1.840 3.514
F 0.748 -0.376 4.645
H 3.467 -0.843 0.911
H 5.136 -0.539 1.491
H 3.777 -0.766 2.613
H 3.619 1.478 2.688
H 4.542 1.734 1.196
H 1.430 0.114 1.919
H 1.472 1.678 2.716
H -0.935 2.827 2.368
H -1.121 3.131 0.669
H 0.062 4.849 1.828
H 1.406 3.818 2.222
H 1.041 4.219 0.524
H -0.496 -1.397 0.272
H -0.776 -0.055 -0.823
H -1.923 -0.640 1.951
H -0.664 1.365 3.718
H -2.023 0.370 4.094
C -2.631 -2.839 -1.969
O -1.205 -2.801 -1.802
P -0.325 -3.593 -2.952
O -0.994 -3.258 -4.220
O -0.743 -5.068 -2.393
C -0.579 -5.374 -1.001
O 1.182 -4.006 -3.351
C 1.307 -5.009 -4.376
H -3.067 -2.616 -0.995
H -2.943 -2.082 -2.684
H -2.964 -3.822 -2.295
H -1.557 -5.366 -0.517
H 0.073 -4.659 -0.497
H -0.146 -6.367 -0.914
H 1.231 -4.539 -5.353
H 0.555 -5.787 -4.276
H 2.294 -5.450 -4.261
C -6.905 -7.772 2.972
O -6.039 -6.779 2.402
P -5.625 -7.028 0.851
O -6.848 -7.489 0.174
O -4.587 -8.243 1.203
C -3.603 -8.048 2.226
O -4.696 -6.411 -0.339
C -4.482 -7.278 -1.461
H -6.802 -7.685 4.052
H -7.935 -7.572 2.691
H -6.618 -8.774 2.658
H -3.897 -8.597 3.120
H -3.478 -6.997 2.486
H -2.653 -8.438 1.866
H -5.321 -7.209 -2.150
H -4.339 -8.312 -1.157
H -3.579 -6.934 -1.964
C 9.677 1.111 -1.999
O 8.991 2.323 -1.659
P 7.373 2.229 -1.653
O 7.047 0.934 -1.022
O 7.247 2.201 -3.279
C 7.941 3.193 -4.053
O 6.043 3.135 -1.431
C 4.822 2.536 -1.863
H 10.678 1.402 -2.309
H 9.746 0.465 -1.127
H 9.179 0.590 -2.814
H 8.810 2.738 -4.527
H 8.272 4.035 -3.445
H 7.266 3.559 -4.823
H 4.452 1.870 -1.086
H 4.936 1.987 -2.794
H 4.100 3.335 -2.019
C -4.341 5.673 0.869
O -3.251 6.065 0.033
P -2.462 7.467 0.482
O -2.432 7.164 1.950
O -3.696 8.407 -0.018
C -4.093 8.378 -1.403
O -1.392 8.719 0.548
C -1.683 9.751 1.500
H -4.956 4.995 0.276
H -3.971 5.148 1.747
H -4.938 6.531 1.172
H -5.023 7.820 -1.500
H -3.337 7.916 -2.039
H -4.253 9.401 -1.733
H -1.315 9.453 2.479
H -2.746 9.969 1.552
H -1.153 10.641 1.169



99
Properties=species:S:1:pos:R:3 method="wB97M-V/def2-TZVPD" total_charge=+1 e_tot_ev=-90306.2900 mol_weight_g_mol=714.81 orbital_gap_ev=1.169
Al 6.569 -4.193 -0.136
N 8.622 -1.224 -4.386
S 10.014 -1.055 -5.022
O 10.713 0.161 -4.671
O 10.419 -1.664 -6.303
F 10.716 -2.066 -3.972
S 7.888 -0.586 -5.765
O 7.564 -1.533 -6.809
O 8.051 0.769 -6.206
F 6.484 -0.329 -4.932
N 0.677 -1.280 0.261
O 1.624 -1.587 -0.425
O -0.442 -1.324 -0.184
O 0.862 -0.924 1.418
C -5.927 7.259 3.034
C -4.420 7.055 2.909
C -4.146 6.405 1.568
O -4.327 4.982 1.569
C -4.442 4.418 0.289
N -3.965 8.419 2.907
H -6.393 7.696 2.150
H -6.200 7.698 3.993
H -6.416 6.304 3.226
H -3.941 6.484 3.705
H -3.121 6.691 1.328
H -4.852 6.867 0.878
H -5.300 4.872 -0.207
H -4.613 3.353 0.440
H -3.536 4.656 -0.269
H -2.961 8.467 2.998
H -4.263 8.872 3.759
C 2.904 5.801 9.950
C 2.114 4.807 9.079
C 2.523 4.949 7.573
O 1.745 4.146 6.699
C 2.054 4.625 5.334
N 2.345 3.436 9.650
H 3.972 5.582 9.952
H 2.590 5.665 10.985
H 2.643 6.810 9.633
H 1.076 5.108 9.215
H 3.584 4.787 7.379
H 2.361 6.020 7.460
H 2.913 4.126 4.887
H 1.837 5.632 4.979
H 1.200 4.151 4.851
H 1.685 3.320 10.405
H 3.208 3.365 10.170
C -5.749 -0.406 4.688
C -4.552 -1.140 5.354
C -4.180 -2.384 4.588
O -3.216 -3.040 5.337
C -3.299 -4.462 5.291
N -3.462 -0.121 5.149
H -5.665 -0.168 3.627
H -6.011 0.608 4.990
H -6.655 -0.991 4.847
H -4.624 -1.415 6.406
H -3.839 -2.120 3.587
H -5.124 -2.917 4.473
H -3.167 -4.869 4.289
H -4.233 -4.852 5.696
H -2.541 -4.771 6.011
H -3.691 0.178 4.212
H -3.773 0.687 5.669
C -2.475 -0.214 -6.828
C -1.892 -1.541 -7.401
C -1.026 -1.288 -8.658
O -1.809 -0.570 -9.603
C -2.613 -1.291 -10.507
N -1.178 -2.285 -6.369
H -2.974 0.430 -7.551
H -1.707 0.335 -6.283
H -3.072 -0.290 -5.919
H -2.817 -2.076 -7.618
H -0.553 -2.175 -9.079
H -0.184 -0.668 -8.350
H -3.017 -2.149 -9.969
H -1.985 -1.810 -11.232
H -3.460 -0.820 -11.006
H -0.269 -1.858 -6.258
H -1.639 -2.079 -5.494
C 3.743 -7.360 -6.281
C 3.788 -6.838 -4.863
C 2.846 -7.520 -3.886
O 2.764 -6.868 -2.657
C 1.661 -7.324 -1.843
N 5.232 -6.755 -4.525
H 4.135 -6.691 -7.047
H 2.676 -7.440 -6.486
H 4.135 -8.377 -6.251
H 3.384 -5.828 -4.800
H 2.953 -8.604 -3.933
H 1.901 -7.547 -4.428
H 0.692 -7.395 -2.337
H 1.597 -6.601 -1.030
H 1.810 -8.324 -1.436
H 5.783 -6.326 -5.254
H 5.657 -7.659 -4.377



89
Properties=species:S:1:pos:R:3 method="wB97M-V/def2-TZVPD" de_lowest_kcal_mol=0.0 e_tot_ev=-49735.7073 smiles="CC(N)=O.CCCCCC.OCCO.OCCO.OCCO.OCCO.OCCO.OCCO" mol_weight_g_mol=517.65 orbital_gap_ev=9.833
C -19.515 -5.792 2.544
C -18.602 -5.383 3.750
C -19.185 -5.505 5.128
C -19.943 -6.849 5.329
C -20.602 -6.788 6.728
C -21.820 -7.772 6.724
H -20.562 -5.540 2.709
H -19.474 -6.876 2.441
H -19.167 -5.429 1.577
H -17.670 -5.936 3.636
H -18.278 -4.352 3.605
H -19.850 -4.669 5.346
H -18.313 -5.379 5.770
H -20.751 -6.864 4.597
H -19.257 -7.673 5.132
H -19.862 -7.085 7.471
H -20.978 -5.776 6.876
H -22.322 -7.883 7.685
H -22.466 -7.527 5.881
H -21.528 -8.808 6.549
C -22.641 -6.996 1.529
C -23.478 -6.818 2.860
O -24.761 -6.309 2.602
O -23.215 -8.034 0.800
H -21.647 -7.361 1.789
H -22.524 -6.154 0.848
H -22.849 -6.224 3.524
H -23.521 -7.804 3.323
H -25.092 -5.876 3.393
H -24.031 -7.700 0.419
C -21.280 1.808 1.206
C -21.177 0.996 2.556
O -22.025 1.478 3.513
O -21.012 3.172 1.533
H -22.296 1.735 0.818
H -20.545 1.433 0.494
H -20.161 0.874 2.930
H -21.540 -0.021 2.410
H -21.635 2.278 3.873
H -20.948 3.633 0.694
C -22.648 -3.154 2.368
C -21.765 -2.544 3.480
O -22.487 -1.711 4.432
O -22.994 -2.176 1.400
H -23.569 -3.567 2.780
H -22.073 -3.893 1.809
H -20.935 -2.029 2.996
H -21.265 -3.288 4.099
H -22.751 -0.908 3.976
H -23.854 -2.430 1.057
C -23.095 -2.112 7.755
C -24.081 -0.967 7.534
O -25.377 -1.406 7.250
O -23.081 -2.920 6.613
H -23.373 -2.792 8.560
H -22.103 -1.714 7.964
H -23.796 -0.348 6.683
H -24.110 -0.241 8.347
H -26.114 -0.957 7.671
H -22.804 -2.478 5.807
C -24.269 -3.399 -2.365
C -24.337 -4.211 -1.056
O -25.184 -3.488 -0.191
O -25.455 -3.748 -3.159
H -23.452 -3.712 -3.015
H -24.217 -2.319 -2.230
H -23.324 -4.095 -0.669
H -24.572 -5.269 -1.168
H -26.081 -3.466 -0.532
H -25.593 -2.922 -3.629
C -27.065 -2.238 4.008
C -26.755 -0.702 4.052
O -25.301 -0.388 4.047
O -26.922 -2.932 5.261
H -26.248 -2.538 3.352
H -28.075 -2.381 3.621
H -27.271 -0.356 4.948
H -27.228 -0.228 3.192
H -25.141 0.546 3.893
H -26.061 -2.722 5.630
O -17.742 -0.796 7.250
C -17.864 -1.643 6.435
N -18.045 -2.901 6.772
C -17.714 -1.378 4.909
H -18.235 -3.559 6.030
H -18.111 -3.184 7.740
H -18.732 -1.143 4.601
H -17.213 -2.228 4.446
H -17.104 -0.495 4.716